A | # C3H6O

A molecular structure, C3H6O (ωB97M-V/def2-TZVPD, the OMol25 dataset).

- Gap between HOMO and LUMO (spin up / spin down): 0.270 / 0.270 hartree
- Spin multiplicity: 1
- HOMO energy (spin up / spin down): -7.412 / -7.414 eV
- Net charge: 0

Cartesian coordinates (Å):
O1 0.689 -0.577 0.415
C1 1.462 -1.488 0.878
C2 0.182 1.093 -0.237
C3 -1.290 0.907 -0.527
H1 -1.561 0.543 -1.465
H2 0.749 1.244 -1.292
H3 -1.599 0.120 0.275
H4 -1.946 1.772 -0.145
H5 0.858 -2.110 1.564
H6 2.455 -1.504 0.534

=====

B | # C3H6O

C3H6O in the gas phase (ωB97M-V/def2-TZVPD, the OMol25 dataset).

- Gap between HOMO and LUMO: 0.389 hartree
- Spin multiplicity: 1
- HOMO energy: -9.639 eV
- SMILES: CC(C)=O
- Net charge: 0

Cartesian coordinates (Å):
O1 -0.209 1.538 -0.968
C1 -0.040 0.553 -0.283
C2 -1.163 -0.053 0.502
C3 1.234 -0.243 -0.262
H1 -1.775 0.698 1.008
H2 -1.654 -0.522 -0.359
H3 1.876 0.261 0.466
H4 1.705 -0.234 -1.245
H5 -0.880 -0.852 1.192
H6 1.067 -1.269 0.083

=====

C | # C3H6O

C3H6O in the gas phase (ωB97M-V/def2-TZVPD, the OMol25 dataset).

- Gap between HOMO and LUMO: 0.384 hartree
- Spin multiplicity: 1
- HOMO energy: -9.579 eV
- SMILES: C=CCO
- Net charge: 0

Cartesian coordinates (Å):
O1 0.774 1.189 -0.075
C1 -0.512 -0.805 0.186
C2 0.172 0.366 0.881
C3 -0.552 -1.007 -1.123
H1 0.905 0.021 1.652
H2 0.936 2.078 0.333
H3 -0.992 -1.924 -1.517
H4 -0.610 0.878 1.476
H5 -0.906 -1.560 0.903
H6 -0.168 -0.326 -1.914

=====

D | # C3H6O

C3H6O in the gas phase (ωB97M-V/def2-TZVPD, the OMol25 dataset).

- Gap between HOMO and LUMO: 0.396 hartree
- Spin multiplicity: 1
- HOMO energy: -9.723 eV
- SMILES: C[C@H]1CO1
- Net charge: 0

Cartesian coordinates (Å):
O1 0.993 -0.624 1.053
C1 1.409 0.164 -0.076
C2 0.053 -0.363 0.037
C3 -1.253 0.241 0.271
H1 -1.167 0.268 -1.029
H2 2.068 -0.391 -0.754
H3 -0.317 -0.828 -1.037
H4 -2.098 -0.432 0.181
H5 1.681 1.200 0.100
H6 -1.381 0.834 1.222

=====

Which one sits at the bottom of the stability order? A does.

=====

A | # C3H6O

C3H6O in the gas phase (ωB97M-V/def2-TZVPD, the OMol25 dataset).

- Gap between HOMO and LUMO: 0.396 hartree
- Spin multiplicity: 1
- HOMO energy: -9.755 eV
- SMILES: CCC=O
- Net charge: 0

Cartesian coordinates (Å):
O1 -1.400 1.638 1.231
C1 -0.622 1.115 0.453
C2 0.876 -0.749 -0.157
C3 -0.660 -0.253 -0.315
H1 1.597 0.087 -0.585
H2 0.989 -0.943 0.968
H3 1.148 -1.720 -0.722
H4 -0.972 0.016 -1.265
H5 -1.254 -0.950 0.201
H6 0.298 1.759 0.191

=====

B | # C3H6O

2 unconnected molecules or ions with the total composition C3H6O (ωB97M-V/def2-TZVPD, the OMol25 dataset).

- Gap between HOMO and LUMO: 0.389 hartree
- Spin multiplicity: 1
- HOMO energy: -9.567 eV
- SMILES: C#C.CO
- Net charge: 0

Cartesian coordinates (Å):
O1 -1.621 0.358 -0.651
C1 -0.903 -0.452 0.238
C2 2.030 -0.198 -0.387
C3 1.351 0.680 0.087
H1 1.085 1.780 0.331
H2 -0.412 0.350 0.881
H3 -0.040 -1.077 -0.202
H4 2.547 -1.090 -0.935
H5 -2.396 0.597 -0.154
H6 -1.641 -0.947 0.792

=====

Which one sits at the bottom of the stability order? B does.

=====

A | # C2H6NO3

A molecular structure, C2H6NO3 (ωB97M-V/def2-TZVPD, the OMol25 dataset).

- Gap between HOMO and LUMO: 0.316 hartree
- Spin multiplicity: 1
- HOMO energy: -4.354 eV
- Net charge: -1

Cartesian coordinates (Å):
O1 0.991 0.071 1.763
O2 1.857 -2.066 0.752
O3 -2.207 0.283 -1.941
N1 -0.293 0.326 -0.093
C1 -1.438 1.097 -1.408
C2 0.637 0.691 0.715
H1 1.934 -2.502 1.615
H2 -0.797 -0.537 -0.005
H3 -1.713 1.852 -0.659
H4 -0.643 1.428 -2.107
H5 0.934 1.733 0.521
H6 1.579 -1.193 1.232

=====

B | # C2H6NO3

2 unconnected molecules or ions with the total composition C2H6NO3 (ωB97M-V/def2-TZVPD, the OMol25 dataset).

- Gap between HOMO and LUMO: 0.322 hartree
- Spin multiplicity: 1
- HOMO energy: -4.589 eV
- Net charge: -1

Cartesian coordinates (Å):
O1 -1.039 0.220 -0.847
O2 0.337 -0.901 0.666
O3 -2.558 -0.895 1.256
N1 1.065 1.112 -0.299
C1 -0.007 0.115 -0.065
C2 2.314 0.582 -0.697
H1 3.115 1.368 -0.743
H2 2.404 0.221 -1.847
H3 -2.313 -1.847 1.329
H4 -1.870 -0.574 0.590
H5 2.708 -0.224 -0.154
H6 0.738 1.703 -1.111

=====

C | # C2H6NO3

2 unconnected molecules or ions with the total composition C2H6NO3 (ωB97M-V/def2-TZVPD, the OMol25 dataset).

- Gap between HOMO and LUMO (spin up / spin down): 0.224 / 0.252 hartree
- Spin multiplicity: 1
- HOMO energy (spin up / spin down): -2.049 / -2.714 eV
- Net charge: -1

Cartesian coordinates (Å):
O1 3.030 0.667 -0.278
O2 -0.115 1.576 0.602
O3 -1.610 0.524 -0.880
N1 1.877 0.412 -0.828
C1 -0.107 -0.762 0.645
C2 -0.916 0.497 0.378
H1 0.780 -0.744 1.340
H2 1.651 -0.608 -0.724
H3 -1.230 1.189 -1.473
H4 -0.453 -1.748 0.332
H5 0.813 1.353 0.152
H6 -1.724 0.611 1.146

=====

Which one sits at the bottom of the stability order? C does.

=====

A | # C2H6NO3

A molecular structure, C2H6NO3 (ωB97M-V/def2-TZVPD, the OMol25 dataset).

- Gap between HOMO and LUMO: 0.317 hartree
- Spin multiplicity: 1
- HOMO energy: -4.398 eV
- Net charge: -1

Cartesian coordinates (Å):
O1 2.184 -0.375 2.004
O2 -2.142 1.986 -1.516
O3 -0.547 0.221 -1.694
N1 -0.106 -0.517 0.505
C1 1.222 -1.095 1.775
C2 -0.275 -0.582 -0.773
H1 -0.601 -1.604 -1.072
H2 -2.472 2.073 -2.401
H3 1.487 -2.000 1.182
H4 0.479 -1.524 2.471
H5 0.240 0.346 0.925
H6 -1.212 1.573 -1.717

=====

B | # C2H6NO3

2 unconnected molecules or ions with the total composition C2H6NO3 (ωB97M-V/def2-TZVPD, the OMol25 dataset).

- Gap between HOMO and LUMO: 0.257 hartree
- Spin multiplicity: 1
- HOMO energy: -2.766 eV
- Net charge: -1

Cartesian coordinates (Å):
O1 -1.910 0.852 -0.911
O2 -0.999 -1.260 -0.054
O3 0.221 -0.181 1.600
N1 -0.639 1.273 -0.365
C1 1.341 -0.455 -0.398
C2 0.014 -0.530 0.233
H1 2.086 -1.217 -0.036
H2 -1.730 -0.172 -0.802
H3 1.240 -0.360 -1.574
H4 -0.755 1.678 0.573
H5 -0.655 -0.133 1.889
H6 1.787 0.505 -0.155

=====

Which one sits at the bottom of the stability order? B does.

=====

A | # C4H11N2

A gas-phase ion, C4H11N2 (charge +2) (ωB97M-V/def2-TZVPD, the OMol25 dataset).

- Gap between HOMO and LUMO (spin up / spin down): 0.416 / 0.323 hartree
- Spin multiplicity: 2
- HOMO energy (spin up / spin down): -20.093 / -21.090 eV
- Net charge: +2

Cartesian coordinates (Å):
N1 0.168 -1.467 1.287
N2 1.603 0.654 -0.824
C1 -0.932 -0.413 1.087
C2 -0.509 0.508 -1.966
C3 0.255 0.822 -0.842
C4 -0.416 0.907 0.544
H1 -1.589 -0.896 0.366
H2 -1.569 0.285 -2.066
H3 0.380 1.330 1.159
H4 -1.449 -0.267 2.025
H5 2.201 1.485 -0.727
H6 1.964 0.120 -1.611
H7 0.624 -1.429 2.202
H8 -0.108 0.446 -2.980
H9 -1.184 1.682 0.548
H10 -0.287 -2.384 1.268
H11 0.847 -1.382 0.533

=====

B | # C4H11N2

A gas-phase ion, C4H11N2 (charge +2) (ωB97M-V/def2-TZVPD, the OMol25 dataset).

- Gap between HOMO and LUMO (spin up / spin down): 0.417 / 0.328 hartree
- Spin multiplicity: 2
- HOMO energy (spin up / spin down): -21.048 / -21.466 eV
- Net charge: +2

Cartesian coordinates (Å):
N1 -1.820 -0.134 -0.729
N2 0.977 1.002 -0.336
C1 0.123 -1.136 0.649
C2 0.694 0.268 0.943
C3 2.083 1.396 -0.747
C4 -1.385 -1.175 0.347
H1 -0.015 0.872 1.518
H2 -1.939 -0.962 1.260
H3 -1.091 0.450 -1.073
H4 -1.730 -2.163 0.058
H5 1.634 0.314 1.488
H6 -2.594 0.371 -0.298
H7 0.208 -1.746 1.545
H8 -2.149 -0.734 -1.486
H9 0.732 -1.571 -0.144
H10 2.357 1.451 -1.818
H11 2.797 2.079 -0.245

=====

Which one sits at the bottom of the stability order? B does.

=====

A | # C5H9F

C5H9F in the gas phase (ωB97M-V/def2-TZVPD, the OMol25 dataset).

- Gap between HOMO and LUMO: 0.378 hartree
- Spin multiplicity: 1
- HOMO energy: -9.221 eV
- SMILES: CC/C=C(/C)F
- Net charge: 0

Cartesian coordinates (Å):
F1 -0.434 0.508 -1.709
C1 -0.062 0.226 0.603
C2 0.359 -2.154 -0.041
C3 0.232 2.426 -0.533
C4 -0.531 -1.214 0.746
C5 -0.098 0.984 -0.473
H1 1.167 2.585 -1.179
H2 0.309 2.742 0.482
H3 -1.647 -1.256 0.461
H4 -0.080 -3.127 -0.172
H5 1.364 -2.261 0.449
H6 0.506 -1.803 -1.084
H7 -0.594 2.951 -1.020
H8 -0.527 -1.344 1.836
H9 0.039 0.736 1.632

=====

B | # C5H9F

C5H9F in the gas phase (ωB97M-V/def2-TZVPD, the OMol25 dataset).

- Gap between HOMO and LUMO: 0.434 hartree
- Spin multiplicity: 1
- HOMO energy: -10.655 eV
- SMILES: C[C@H]1C[C@H](F)C1
- Net charge: 0

Cartesian coordinates (Å):
F1 0.937 -1.961 0.397
C1 0.980 0.370 -0.495
C2 0.175 -0.859 0.052
C3 -1.295 1.268 -0.975
C4 -0.210 1.172 0.128
C5 -0.461 0.036 1.085
H1 -1.123 2.023 -1.811
H2 -1.442 0.285 -1.545
H3 0.187 0.191 1.875
H4 1.959 0.438 0.015
H5 -1.438 -0.283 1.418
H6 -2.263 1.618 -0.571
H7 1.180 0.393 -1.555
H8 -0.562 -1.081 -0.723
H9 -0.068 2.145 0.557

=====

Which one sits at the bottom of the stability order? B does.

=====

A | # C5H9F

C5H9F in the gas phase (ωB97M-V/def2-TZVPD, the OMol25 dataset).

- Gap between HOMO and LUMO: 0.403 hartree
- Spin multiplicity: 1
- HOMO energy: -9.861 eV
- SMILES: C[C@@H]1C[C@]1(C)F
- Net charge: 0

Cartesian coordinates (Å):
F1 -0.334 -1.307 -0.765
C1 -0.594 0.066 1.204
C2 -0.498 -0.084 -0.304
C3 -1.224 0.781 -1.272
C4 0.600 0.592 0.490
C5 1.933 -0.074 0.721
H1 -1.104 1.895 -1.139
H2 0.713 1.749 0.500
H3 2.659 0.483 1.266
H4 2.299 -0.520 -0.246
H5 -1.293 0.748 1.704
H6 1.853 -0.973 1.374
H7 -0.295 -0.721 1.861
H8 -2.275 0.673 -1.204
H9 -0.847 0.736 -2.263

=====

B | # C5H9F

C5H9F in the gas phase (ωB97M-V/def2-TZVPD, the OMol25 dataset).

- Gap between HOMO and LUMO: 0.395 hartree
- Spin multiplicity: 1
- HOMO energy: -9.710 eV
- SMILES: C=CC(C)(C)F
- Net charge: 0

Cartesian coordinates (Å):
F1 -1.467 0.961 -0.830
C1 0.964 0.531 -1.198
C2 0.150 0.056 2.062
C3 -0.107 0.741 0.894
C4 -0.784 -1.220 -0.509
C5 -0.351 0.181 -0.469
H1 -1.628 -1.355 0.055
H2 -0.249 1.865 0.894
H3 -1.047 -1.332 -1.613
H4 0.441 0.419 2.973
H5 0.004 -1.939 -0.236
H6 0.230 -1.007 2.059
H7 0.959 1.657 -1.310
H8 1.038 0.081 -2.274
H9 1.848 0.361 -0.498

=====

Which one sits at the bottom of the stability order? A does.

=====

A | # C4H7NOS2

C4H7NOS2 in the gas phase (ωB97M-V/def2-TZVPD, the OMol25 dataset).

- Gap between HOMO and LUMO: 0.334 hartree
- Spin multiplicity: 1
- HOMO energy: -8.295 eV
- Net charge: 0

Cartesian coordinates (Å):
S1 -0.570 0.094 1.847
S2 2.188 0.195 0.430
O1 -0.409 1.521 1.570
N1 0.036 -0.779 -0.956
C1 -2.136 -0.535 1.087
C2 1.798 0.873 -1.187
C3 0.489 0.190 -1.606
C4 0.797 -0.814 0.550
H1 -0.051 0.528 -2.453
H2 2.421 0.644 -2.064
H3 -2.640 0.307 0.746
H4 1.867 2.000 -1.059
H5 -1.800 -1.180 0.320
H6 0.738 -1.915 0.834
H7 -2.729 -1.129 1.940

=====

B | # C4H7NOS2

C4H7NOS2 in the gas phase (ωB97M-V/def2-TZVPD, the OMol25 dataset).

- Gap between HOMO and LUMO: 0.292 hartree
- Spin multiplicity: 1
- HOMO energy: -7.981 eV
- SMILES: N/C=C(\CO)C(=S)S
- Net charge: 0

Cartesian coordinates (Å):
S1 -0.474 -2.589 -1.607
S2 -1.568 0.009 -2.466
O1 0.875 1.755 0.555
N1 0.980 -0.502 2.011
C1 0.503 -0.987 0.854
C2 -0.108 -0.263 -0.144
C3 -0.641 -0.979 -1.309
C4 -0.316 1.227 -0.005
H1 -1.137 1.476 0.683
H2 1.449 -1.173 2.606
H3 -1.688 -0.799 -3.507
H4 0.843 2.723 0.512
H5 0.566 -2.047 0.721
H6 1.282 0.458 2.077
H7 -0.568 1.691 -0.980

=====

C | # C4H7NOS2

A molecular structure, C4H7NOS2 (ωB97M-V/def2-TZVPD, the OMol25 dataset).

- Gap between HOMO and LUMO: 0.281 hartree
- Spin multiplicity: 1
- HOMO energy: -9.089 eV
- Net charge: 0

Cartesian coordinates (Å):
S1 2.568 -0.147 -0.555
S2 -4.633 0.023 -0.381
O1 0.183 -1.313 -0.369
N1 -0.641 -0.274 -0.094
C1 -1.916 -0.682 -0.238
C2 1.838 1.403 -0.126
C3 -3.026 0.182 0.078
C4 1.441 -1.162 0.242
H1 2.912 2.001 -0.262
H2 -2.434 1.025 0.684
H3 1.291 -0.780 1.327
H4 1.641 1.635 1.033
H5 -1.888 -1.701 -0.706
H6 0.863 1.995 -0.912
H7 1.801 -2.204 0.279

=====

Which one sits at the bottom of the stability order? C does.